No. 1
Here is a structure of composition C36H47As3P2PtS2 in a non-equilibrium geometry from OMol25. Energies are from ωB97M-V/def2-TZVPD.

Geometry as XYZ:
```
91
Properties=species:S:1:pos:R:3:forces:R:3
Pt -0.021 0.156 -0.880 0.6 0.8 0.2
S 2.473 -0.684 -0.462 -0.4 0.1 -0.4
P 1.133 -2.134 -0.093 -0.6 -0.6 0.0
C -0.323 -1.325 0.424 0.4 -0.1 0.3
P -0.789 -1.320 2.106 -0.1 0.0 -0.3
S 0.438 -0.568 3.451 -0.1 0.0 0.1
C -2.413 -0.468 2.153 0.0 0.0 0.0
C -3.265 -0.492 1.050 -0.1 -0.1 0.0
C -4.527 0.087 1.122 0.0 -0.2 0.0
C -4.945 0.703 2.295 0.0 -0.1 0.0
C -4.096 0.742 3.394 0.1 0.0 0.0
C -2.837 0.158 3.324 0.0 0.1 -0.1
C -1.238 -3.049 2.480 0.0 -0.1 0.0
C -0.873 -3.628 3.688 0.0 -0.1 0.0
C -1.233 -4.942 3.969 0.0 0.0 0.0
C -1.958 -5.681 3.045 0.0 0.0 0.0
C -2.325 -5.106 1.833 0.0 0.0 0.0
C -1.965 -3.797 1.551 0.0 0.0 0.1
C 1.751 -3.496 0.931 0.2 0.2 0.3
C 1.413 -4.824 0.682 0.0 0.0 0.0
C 1.843 -5.826 1.543 0.0 0.1 0.0
C 2.611 -5.502 2.654 0.0 0.0 0.0
C 2.949 -4.179 2.908 0.0 0.0 0.0
C 2.519 -3.176 2.052 0.0 -0.1 -0.1
C 0.794 -2.973 -1.684 0.1 0.0 -0.1
C -0.501 -3.116 -2.171 0.0 0.0 -0.1
C -0.725 -3.689 -3.421 0.0 0.0 0.1
C 0.345 -4.118 -4.191 0.0 0.0 0.0
C 1.643 -3.990 -3.705 -0.1 0.0 0.0
C 1.865 -3.427 -2.458 -0.1 0.0 0.0
H -2.922 -0.952 0.131 0.0 0.0 0.0
H -5.182 0.062 0.260 0.0 0.0 0.0
H -5.929 1.153 2.351 0.0 0.0 0.0
H -4.416 1.228 4.308 0.0 0.0 0.0
H -2.163 0.190 4.172 0.0 0.0 0.0
H -0.293 -3.045 4.394 0.0 0.0 0.0
H -0.940 -5.390 4.911 0.0 0.0 0.0
H -2.234 -6.705 3.266 0.0 0.0 0.0
H -2.887 -5.682 1.107 0.0 0.0 0.0
H -2.243 -3.351 0.604 0.0 0.0 0.0
H 0.807 -5.078 -0.179 0.0 0.0 0.0
H 1.577 -6.857 1.348 0.0 0.0 0.0
H 2.944 -6.285 3.326 0.0 0.0 0.0
H 3.538 -3.925 3.781 0.0 0.0 0.0
H 2.764 -2.140 2.254 0.0 0.0 0.0
H -1.329 -2.763 -1.571 0.0 0.0 0.0
H -1.738 -3.798 -3.790 0.0 0.0 0.0
H 0.171 -4.556 -5.167 0.0 0.0 0.0
H 2.481 -4.328 -4.301 0.0 0.0 0.0
H 2.876 -3.317 -2.084 0.0 0.0 0.0
C 1.034 0.542 -4.483 0.1 -0.1 0.0
As 0.181 1.354 -2.952 0.0 0.3 0.1
C -1.546 1.815 -3.709 0.0 0.0 -0.1
C 1.030 3.125 -2.952 0.0 -0.1 0.0
C 1.174 3.840 -1.594 -0.1 0.0 0.0
C 2.281 3.183 -0.770 0.0 0.0 -0.1
C -0.182 3.831 -0.857 0.1 0.0 0.0
As -0.728 2.232 0.160 -0.1 -0.4 -0.4
C -0.094 2.669 1.924 0.1 -0.1 0.1
C -2.598 2.686 0.348 0.0 0.1 0.1
C 1.531 5.305 -1.943 0.0 -0.1 0.0
As 2.189 6.701 -0.701 0.0 0.2 0.0
C 3.991 6.055 -0.277 0.0 0.0 0.0
C 1.358 6.309 1.033 0.0 0.0 0.0
H 2.080 0.355 -4.248 0.0 0.0 0.0
H 0.954 1.208 -5.341 0.0 0.0 0.0
H 0.550 -0.410 -4.699 0.0 0.0 0.0
H -1.429 2.496 -4.553 0.0 0.0 0.0
H -2.162 2.281 -2.942 0.0 0.0 0.0
H -2.042 0.905 -4.042 0.0 0.0 0.0
H 0.424 3.734 -3.627 0.0 0.1 0.0
H 2.017 3.021 -3.409 0.0 -0.1 0.0
H 2.114 2.113 -0.638 -0.1 0.0 0.0
H 2.351 3.630 0.220 0.0 0.0 0.0
H 3.248 3.309 -1.263 0.0 0.0 0.0
H -0.995 4.019 -1.565 0.0 0.1 0.0
H -0.208 4.642 -0.132 -0.1 0.0 0.1
H -0.357 3.706 2.134 0.0 0.0 0.0
H 0.982 2.516 1.984 0.0 0.0 0.0
H -0.562 1.992 2.635 0.0 0.0 0.1
H -2.679 3.722 0.678 0.0 0.0 0.0
H -3.047 2.025 1.087 0.1 0.2 0.0
H -3.116 2.556 -0.601 0.0 0.0 0.0
H 0.661 5.768 -2.418 0.0 0.0 0.0
H 2.310 5.305 -2.714 0.0 0.0 0.0
H 4.511 5.797 -1.200 0.0 0.0 0.0
H 3.992 5.194 0.387 0.0 0.0 0.0
H 4.531 6.873 0.199 0.0 0.0 0.0
H 0.296 6.551 1.009 0.0 0.0 0.0
H 1.836 6.968 1.759 0.0 0.0 0.0
H 1.493 5.279 1.358 0.0 0.0 0.0
```
Forces are in eV/Å.

Highest occupied orbital energy (spin up / spin down) ... -6.82 / -6.82 eV
E_tot ... -264106.6609 eV


No. 2
Here is a structure of composition C36H47N4O4PS3W in a non-equilibrium geometry from OMol25. Energies are from ωB97M-V/def2-TZVPD.

Geometry as XYZ:
```
96
Properties=species:S:1:pos:R:3:forces:R:3
W 0.483 0.087 -0.028 4.1 0.2 -1.4
C 3.080 5.621 2.194 0.0 0.2 0.1
C 2.149 4.474 1.986 -0.2 -0.1 0.6
C 1.445 3.940 3.052 0.3 0.1 -0.3
C 0.523 2.892 2.891 -0.3 0.0 -0.8
C -0.097 2.249 4.006 -1.4 -0.8 -0.3
N -1.377 1.883 4.033 2.1 0.6 0.6
C -2.442 2.699 3.476 -0.8 0.3 -0.9
C -3.348 2.061 2.417 0.2 -0.1 0.2
C -3.806 0.635 2.724 -0.6 0.2 0.1
N -2.830 -0.294 2.215 0.4 -0.4 -0.3
C -2.788 -1.604 2.398 0.3 0.5 -0.3
C -1.986 -2.456 1.648 0.0 0.2 -0.6
C -1.861 -3.874 2.040 0.6 0.2 0.3
C -1.561 -4.820 0.941 0.2 0.0 -0.5
C -1.941 -6.241 1.184 0.0 0.0 0.0
C -0.936 -4.371 -0.159 -0.6 -0.2 0.4
C -0.606 -2.972 -0.342 0.2 0.5 -0.1
C 0.147 -2.532 -1.433 -0.2 0.5 0.9
N 0.613 -1.272 -1.519 -0.1 -0.9 -0.9
C 0.895 -0.762 -2.859 -0.2 0.2 -0.5
C -0.312 0.103 -3.286 0.2 0.2 0.1
C -0.269 1.530 -2.717 -0.8 -0.3 -0.6
N -0.133 1.569 -1.266 1.4 -0.6 -0.1
C 1.026 2.135 -0.776 -0.8 0.1 -0.1
C 1.111 2.850 0.504 -0.2 1.0 1.0
C 1.971 3.930 0.713 -0.9 -0.8 -0.1
C 0.373 2.328 1.599 0.5 0.7 -0.1
O -0.262 1.181 1.404 -0.7 1.2 1.3
C -1.230 -2.023 0.526 -0.5 -0.4 -0.3
O -1.230 -0.741 0.170 -2.0 -0.9 0.9
H 3.566 5.560 3.164 0.1 0.0 0.1
H 3.838 5.657 1.416 0.1 0.0 0.0
H 2.518 6.554 2.173 0.1 0.1 -0.1
H 1.582 4.348 4.041 0.1 0.1 0.2
H 0.524 1.977 4.850 -0.1 -0.2 0.2
H -1.657 1.264 4.783 0.1 0.0 0.1
H -3.068 3.001 4.323 0.2 0.0 0.0
H -1.984 3.594 3.047 0.0 -0.1 0.2
H -4.220 2.711 2.331 0.0 0.0 0.0
H -2.845 2.060 1.447 -0.1 0.1 0.0
H -3.966 0.476 3.795 0.0 0.0 0.0
H -4.766 0.462 2.222 0.1 0.0 0.1
H -2.237 0.057 1.460 -0.2 -0.1 0.3
H -3.401 -2.017 3.190 -0.1 0.0 0.1
H -2.705 -4.205 2.645 0.0 0.0 0.0
H -3.021 -6.318 1.318 0.0 -0.1 0.0
H -1.645 -6.885 0.362 0.0 -0.1 0.0
H -1.480 -6.604 2.105 0.0 -0.1 0.0
H -0.688 -5.055 -0.957 0.1 -0.1 -0.1
H 0.380 -3.237 -2.229 0.0 0.2 -0.1
H 1.821 -0.166 -2.838 -0.3 -0.2 0.0
H 1.028 -1.585 -3.571 0.0 0.1 0.2
H -0.353 0.177 -4.375 0.0 0.0 0.0
H -1.228 -0.399 -2.948 0.1 0.1 -0.2
H 0.549 2.090 -3.189 -0.1 -0.1 0.2
H -1.207 2.034 -2.978 0.2 0.0 -0.1
H 1.742 2.498 -1.529 0.1 -0.6 0.3
H 2.526 4.334 -0.119 0.1 0.0 -0.2
C 3.452 -3.107 0.668 -0.2 -0.1 0.2
C 3.062 -4.265 1.568 0.5 -0.3 -0.8
C 2.153 -5.272 0.890 0.2 0.1 0.3
O 2.473 -3.772 2.784 -1.0 0.4 0.6
P 1.206 -2.909 3.153 0.1 0.5 -0.6
S -0.493 -4.112 3.411 0.2 0.1 -0.1
S 1.028 -1.100 2.218 0.0 -1.2 1.1
O 1.503 -2.460 4.614 -0.3 0.1 -0.1
C 2.303 -3.106 5.647 0.5 -0.3 0.5
C 1.892 -4.550 5.866 -0.2 0.2 -0.1
C 3.780 -2.958 5.332 -0.2 0.1 0.0
H 4.156 -3.435 -0.089 0.1 -0.1 -0.1
H 3.926 -2.316 1.250 0.0 0.0 0.0
H 2.568 -2.696 0.168 0.2 -0.1 0.1
H 3.963 -4.771 1.937 -0.2 0.1 -0.1
H 1.299 -4.778 0.433 0.0 0.0 0.0
H 1.791 -5.995 1.617 0.0 -0.1 0.0
H 2.707 -5.801 0.120 0.1 0.0 -0.1
H 2.052 -2.510 6.531 0.0 -0.1 -0.2
H 2.125 -5.151 4.990 0.0 -0.1 0.0
H 0.827 -4.620 6.073 -0.1 0.0 0.0
H 2.430 -4.957 6.720 0.1 0.0 0.0
H 4.073 -3.600 4.508 0.0 -0.1 0.0
H 4.356 -3.231 6.211 0.1 0.0 0.1
H 4.005 -1.929 5.065 0.1 0.1 0.0
S 2.866 -0.070 -0.330 -0.3 0.0 -0.6
C 4.324 0.806 0.204 -0.8 0.1 0.2
C 4.320 1.687 1.272 0.0 0.0 0.2
C 5.505 2.303 1.640 0.0 0.1 0.1
C 6.678 2.035 0.954 0.0 0.0 0.0
C 6.674 1.130 -0.097 0.0 0.0 0.1
C 5.498 0.513 -0.478 -0.2 -0.1 -0.1
H 3.404 1.881 1.815 0.1 0.0 0.0
H 5.511 2.989 2.473 0.0 0.1 0.1
H 7.597 2.522 1.240 0.1 0.0 0.1
H 7.588 0.894 -0.616 0.1 0.0 -0.1
H 5.478 -0.194 -1.292 0.0 -0.1 -0.1
```
Forces are in eV/Å.

Highest occupied orbital energy (spin up / spin down) ... -12.29 / -12.35 eV
Total charge ... +2
E_tot ... -95853.6356 eV


No. 3
Here is a cluster of 8 separate species, C36H47N8 in total in a non-equilibrium geometry from OMol25. Energies are from ωB97M-V/def2-TZVPD.

Geometry as XYZ:
```
91
Properties=species:S:1:pos:R:3:forces:R:3
C 0.545 -1.118 -2.664 0.5 0.3 0.0
C 1.833 -0.612 -1.837 2.0 0.8 0.9
C 3.202 -0.673 -2.565 0.6 1.3 3.4
C 4.516 -0.214 -1.872 -3.2 0.2 1.8
C 4.478 0.330 -0.422 -3.8 -1.1 -1.6
C 3.104 0.387 0.278 -0.1 -0.9 -1.6
C 3.009 0.994 1.778 1.3 -1.2 -1.6
N 2.129 2.244 1.627 0.4 -0.5 -0.1
C 1.751 -0.071 -0.371 3.9 -0.1 -2.8
H -0.437 -0.831 -2.161 1.4 -0.5 -0.5
H 0.530 -0.635 -3.709 0.2 -0.6 1.7
H 0.582 -2.254 -2.851 0.0 1.7 0.5
H 3.290 -1.067 -3.639 -0.4 0.7 1.9
H 5.509 -0.269 -2.419 -1.6 0.1 0.8
H 5.377 0.718 0.159 -1.3 -0.7 -1.1
H 4.041 1.335 2.165 -1.7 -0.6 -0.7
H 2.577 0.243 2.523 0.3 1.3 -1.1
H 1.154 2.027 1.894 0.4 0.7 0.2
H 2.110 2.530 0.626 0.0 -0.1 0.6
H 2.566 3.005 2.169 -1.0 0.0 -0.2
H 0.740 -0.004 0.157 1.7 -0.1 -0.8
N 0.605 -2.655 0.973 -0.1 -0.1 0.0
C 0.477 -2.613 2.336 -0.1 0.1 0.0
C -0.405 -3.597 2.710 0.1 0.2 0.2
C -0.821 -4.261 1.530 0.0 0.0 -0.3
C -0.179 -3.660 0.474 0.0 0.0 0.0
H 1.187 -2.042 0.422 0.0 -0.3 0.1
H 1.023 -1.887 2.921 0.0 -0.1 0.0
H -0.716 -3.815 3.721 0.0 0.0 -0.1
H -1.512 -5.087 1.461 0.1 0.1 0.0
H -0.214 -3.861 -0.586 0.0 0.0 0.1
N 3.844 2.778 4.729 0.1 0.0 0.0
C 4.831 3.729 4.784 0.2 0.2 0.0
C 5.445 3.629 6.007 0.0 0.1 -0.3
C 4.811 2.577 6.715 -0.2 -0.2 -0.1
C 3.830 2.068 5.902 -0.1 -0.2 0.2
H 3.228 2.625 3.951 0.1 0.0 0.4
H 5.008 4.392 3.950 0.0 0.0 0.1
H 6.262 4.244 6.354 -0.1 -0.1 0.0
H 5.048 2.230 7.709 0.0 0.0 -0.1
H 3.123 1.266 6.056 0.1 0.1 0.1
N -1.096 2.321 4.201 -0.1 0.0 -0.1
C 0.131 2.882 4.448 0.2 0.0 -0.3
C -0.042 4.239 4.579 0.3 0.0 -0.1
C -1.423 4.506 4.410 -0.2 -0.1 -0.1
C -2.048 3.304 4.182 0.0 0.0 0.0
H -1.270 1.338 4.058 -0.1 0.2 0.2
H 1.018 2.268 4.509 -0.1 0.0 0.3
H 0.739 4.959 4.775 -0.1 -0.1 0.1
H -1.906 5.471 4.452 0.0 -0.1 0.0
H -3.086 3.065 4.006 0.1 0.1 0.0
N -2.942 -7.254 -0.117 0.0 0.0 -0.1
C -3.429 -8.479 -0.489 0.0 -0.1 0.0
C -4.260 -8.296 -1.566 0.1 -0.2 0.1
C -4.271 -6.909 -1.859 0.1 0.2 0.0
C -3.447 -6.292 -0.951 0.0 0.1 0.0
H -2.311 -7.088 0.649 -0.1 -0.1 -0.2
H -3.144 -9.373 0.045 -0.1 0.1 -0.1
H -4.800 -9.073 -2.086 0.1 0.0 0.1
H -4.821 -6.417 -2.649 0.1 0.0 0.1
H -3.178 -5.254 -0.825 -0.1 -0.1 0.0
N 0.546 5.747 -1.225 0.0 -0.2 0.1
C 0.419 5.790 0.137 0.2 0.1 0.0
C -0.463 4.804 0.512 0.3 -0.1 0.3
C -0.879 4.139 -0.669 0.1 -0.2 -0.3
C -0.237 4.741 -1.725 0.1 0.0 -0.1
H 1.126 6.362 -1.775 -0.1 0.0 0.1
H 0.963 6.516 0.722 -0.1 0.0 0.0
H -0.775 4.585 1.524 -0.1 0.1 0.0
H -1.570 3.311 -0.739 0.0 0.1 0.0
H -0.272 4.541 -2.785 -0.1 0.0 0.1
N 1.216 8.093 -4.025 0.0 -0.1 0.2
C 2.442 8.654 -3.778 0.2 0.0 0.1
C 2.267 10.009 -3.642 0.2 -0.2 0.1
C 0.885 10.275 -3.808 -0.2 -0.1 0.0
C 0.261 9.075 -4.040 -0.1 0.1 0.0
H 1.044 7.111 -4.172 0.0 0.2 -0.1
H 3.330 8.042 -3.721 0.0 0.1 -0.1
H 3.047 10.729 -3.445 -0.1 -0.1 0.0
H 0.400 11.239 -3.763 0.0 -0.1 0.0
H -0.777 8.834 -4.215 0.1 0.1 0.0
N -6.274 -9.520 -4.406 0.0 0.0 -0.1
C -5.414 -10.575 -4.555 0.1 0.0 0.0
C -6.028 -11.514 -5.347 0.2 0.0 0.1
C -7.304 -11.004 -5.694 -0.2 0.2 0.0
C -7.427 -9.771 -5.101 -0.1 0.0 0.0
H -6.088 -8.688 -3.869 0.0 -0.1 -0.1
H -4.442 -10.568 -4.085 -0.1 0.0 -0.1
H -5.606 -12.462 -5.645 0.0 0.1 0.0
H -8.050 -11.485 -6.309 0.1 0.1 0.1
H -8.233 -9.054 -5.113 0.1 -0.1 0.0
```
Forces are in eV/Å.

Highest occupied orbital energy ... -9.12 eV
Total charge ... +1
E_tot ... -50002.7954 eV